Below is the molecule C26H28FN5O4S, with properties calculated with wB97M-V/def2-TZVPD.

The geometry in XYZ format:
```
65
Properties=species:S:1:pos:R:3:forces:R:3:nbo_charge:R:1
C -0.273164 0.902238 3.048730 0.00 0.10 0.28 -0.252
O -0.188346 0.369977 1.747756 -0.22 -0.21 -0.44 -0.505
C -1.317688 -0.140856 1.189526 0.04 0.07 -0.17 0.286
C -2.581974 -0.120088 1.760823 0.25 0.21 0.20 -0.291
C -3.657033 -0.698955 1.105717 0.10 -0.08 -0.15 -0.169
C -3.507476 -1.328795 -0.118811 0.02 -0.02 0.01 -0.052
C -4.662610 -1.961687 -0.830025 0.03 -0.02 -0.03 -0.624
C -2.242110 -1.351425 -0.692836 -0.02 0.01 0.38 -0.183
C -1.160766 -0.760061 -0.063381 -0.12 0.04 0.33 0.148
N 0.101440 -0.716215 -0.701238 -0.03 0.04 -0.17 -0.466
C 1.186930 -1.388105 -0.244341 0.16 -0.07 -0.17 0.683
O 2.318787 -1.147492 -0.687115 0.09 -0.07 0.00 -0.698
C 1.002758 -2.444728 0.726566 -0.13 -0.62 0.55 -0.437
S -0.484680 -3.057990 1.381066 0.41 -0.14 0.03 0.711
N 0.231037 -4.204172 2.270574 0.24 -0.28 0.19 -0.580
C 1.541139 -4.192437 2.143214 -0.43 0.43 -0.36 0.004
C 2.395042 -5.164730 2.852782 -0.13 -0.39 0.34 0.641
N 1.713145 -6.023708 3.634807 -0.08 -0.16 0.15 -0.801
O 3.610101 -5.182931 2.732046 0.19 0.08 -0.08 -0.633
C 2.059575 -3.195336 1.256458 -0.59 0.38 -0.17 0.217
N 3.359974 -3.021512 1.009562 0.54 0.04 -0.13 -0.781
C 0.307164 0.295858 -1.746773 0.16 0.29 -0.19 -0.108
C 0.719410 1.642521 -1.088484 0.34 -0.70 -0.34 0.677
O -0.046900 2.568544 -0.927672 -0.23 0.50 0.15 -0.645
N 2.019663 1.640474 -0.756876 0.48 -0.16 0.09 -0.621
C 2.709885 2.745653 -0.115203 -0.18 0.10 0.03 -0.045
C 2.621939 4.055977 -0.930896 -0.08 0.09 -0.02 -0.411
C 1.848542 5.038335 -0.051328 0.11 0.12 -0.03 -0.406
C 2.214301 4.607745 1.365121 -0.12 -0.04 -0.01 -0.399
C 2.138900 3.087250 1.275278 0.13 0.03 0.08 -0.417
C -0.886306 0.419204 -2.652017 0.18 0.08 -0.13 -0.096
C -0.837443 -0.163047 -3.914193 -0.02 0.09 0.24 -0.120
C -1.923190 -0.104033 -4.768451 -0.30 0.03 -0.13 -0.312
C -3.062274 0.554425 -4.344123 0.12 -0.08 0.01 0.399
F -4.133647 0.606345 -5.166027 0.12 0.02 0.09 -0.326
C -3.135693 1.156201 -3.102339 -0.10 -0.06 -0.13 -0.283
C -2.044346 1.081621 -2.255851 -0.03 0.12 -0.23 -0.160
H -0.656560 0.160632 3.756474 0.01 0.02 -0.03 0.182
H -0.903894 1.796020 3.074944 0.01 -0.03 -0.01 0.181
H 0.744997 1.171299 3.323570 -0.08 0.01 0.01 0.208
H -2.745119 0.357610 2.713389 0.03 0.04 0.11 0.225
H -4.631339 -0.657330 1.569598 -0.12 -0.01 0.04 0.214
H -4.486135 -3.027823 -0.964201 -0.07 -0.09 -0.04 0.221
H -5.584327 -1.829712 -0.270306 -0.10 -0.02 0.00 0.215
H -4.785238 -1.517921 -1.816980 -0.08 0.01 -0.09 0.224
H -2.090788 -1.836283 -1.645343 0.06 -0.03 -0.13 0.230
H 0.710648 -5.960650 3.677150 -0.01 -0.02 0.02 0.417
H 2.207007 -6.732876 4.148868 0.01 0.07 -0.06 0.406
H 3.618217 -2.347734 0.304480 -0.01 -0.10 0.08 0.430
H 4.003454 -3.680549 1.424683 -0.04 0.09 -0.07 0.434
H 1.164384 -0.060185 -2.331531 -0.24 0.10 0.12 0.241
H 2.504913 0.750470 -0.812740 -0.18 0.08 -0.09 0.437
H 3.752670 2.429962 -0.029844 -0.11 0.01 -0.01 0.204
H 2.123835 3.887434 -1.883440 0.08 -0.01 -0.06 0.223
H 3.625943 4.431957 -1.130543 0.03 0.02 -0.03 0.202
H 2.105689 6.075454 -0.261241 -0.04 0.07 -0.02 0.205
H 0.779884 4.896664 -0.208989 -0.03 0.04 -0.01 0.222
H 1.539300 5.013231 2.117441 0.04 0.05 0.09 0.209
H 3.231941 4.923283 1.604849 0.05 0.06 0.05 0.190
H 2.681894 2.582789 2.073847 -0.02 -0.08 0.05 0.204
H 1.096658 2.774579 1.303178 -0.04 -0.04 0.03 0.220
H 0.058139 -0.675977 -4.233920 0.10 -0.05 -0.02 0.208
H -1.895433 -0.557567 -5.746594 -0.02 -0.03 -0.10 0.230
H -4.036688 1.669615 -2.806607 -0.11 0.05 0.01 0.230
H -2.088141 1.559544 -1.292244 -0.02 0.01 0.08 0.247
```
Forces are in eV/Å.

Computed properties:
Lowest unoccupied orbital energy   -0.054 eV
Charge   0
SMILES   COc1ccc(C)cc1N(C(=O)c1snc(C(N)=O)c1N)[C@H](C(=O)NC1CCCC1)c1ccc(F)cc1
Molar mass   525.61 g/mol
DFT total energy   -2080.45699 a.u.

=====

Below is C26H28FeI2N8O5 as an isolated structure, with properties calculated with wB97M-V/def2-TZVPD.

The geometry in XYZ format:
```
70
Properties=species:S:1:pos:R:3:forces:R:3:nbo_charge:R:1
Fe -0.254285 0.542836 -0.411633 0.05 -0.20 -0.57 0.921
C 5.229843 7.411857 1.878469 0.00 -0.01 0.00 -0.253
O 5.536016 6.771722 3.101408 0.01 0.00 0.00 -0.492
C 4.537112 6.076921 3.712065 -0.04 0.00 -0.02 0.294
C 4.867684 5.467941 4.921019 -0.02 0.00 0.00 -0.240
C 3.913576 4.752273 5.615483 -0.01 -0.02 0.00 -0.201
C 2.634431 4.588823 5.092792 0.10 -0.07 0.05 0.014
C 2.300080 5.216651 3.904855 -0.06 -0.09 -0.02 -0.148
C 3.243155 5.964539 3.213398 0.05 0.02 0.00 -0.316
N 1.668980 3.898542 5.907974 -0.12 -0.04 -0.10 -0.119
N 0.968408 2.978168 5.462310 0.06 0.06 0.08 -0.116
C 1.172953 2.403289 4.169001 0.00 0.02 -0.07 -0.007
C 2.385907 1.935584 3.717021 0.00 0.08 0.02 -0.167
C 2.520991 1.260888 2.497301 0.02 -0.02 -0.01 -0.297
C 1.425438 1.058680 1.670455 0.05 -0.08 -0.04 0.359
O 1.452773 0.453321 0.520862 0.01 0.13 -0.01 -0.767
C 0.159986 1.524875 2.148518 -0.06 0.08 -0.02 0.156
N -0.894414 1.271693 1.321528 0.06 0.15 0.00 -0.451
C -2.104285 1.591969 1.717556 0.03 0.04 -0.06 0.078
C -2.348344 2.213365 2.955375 -0.03 -0.04 -0.03 -0.268
C -1.301865 2.502752 3.785093 0.02 -0.02 0.01 -0.118
C 0.011115 2.151418 3.395330 -0.02 0.02 0.04 -0.094
H 6.144356 7.901454 1.555747 0.00 0.00 0.00 0.200
H 4.445003 8.161936 2.007610 0.00 0.00 0.00 0.176
H 4.918071 6.690276 1.118636 0.00 0.00 0.00 0.178
H 5.872461 5.584584 5.304513 0.00 0.00 0.00 0.225
H 4.149185 4.298921 6.570185 0.02 0.00 0.00 0.225
H 1.299671 5.121394 3.501689 -0.01 -0.01 0.02 0.215
H 2.954937 6.445200 2.290235 0.01 0.00 0.00 0.222
H 3.266357 2.084475 4.328992 0.01 0.01 0.01 0.222
H 3.487143 0.889335 2.182275 0.00 0.00 0.01 0.220
H -2.917810 1.341206 1.048669 0.00 0.03 -0.01 0.211
H -3.365718 2.448967 3.234833 0.00 0.00 0.00 0.225
H -1.458639 2.979196 4.743845 -0.01 0.00 0.00 0.237
C -2.256444 3.625529 -2.474642 0.00 0.01 0.02 -0.675
C -1.789575 2.382363 -1.795973 0.02 0.01 0.00 0.239
N -0.609435 2.223406 -1.316777 -0.11 -0.08 0.11 -0.118
O 0.260918 3.281449 -1.417590 -0.01 -0.03 -0.03 -0.567
C -2.648651 1.202952 -1.650878 -0.02 -0.03 0.04 0.074
C -4.057824 1.125596 -2.133962 -0.01 0.00 -0.01 -0.670
N -2.036056 0.214285 -1.072610 0.15 0.22 0.01 -0.044
O -2.594027 -0.951387 -0.923099 -0.13 -0.01 0.03 -0.651
H -1.408306 4.213719 -2.812629 0.00 0.00 0.00 0.252
H -2.842172 4.236217 -1.783413 0.00 0.00 0.00 0.236
H -2.897898 3.375360 -3.318797 0.00 0.01 0.00 0.227
H 1.118191 2.808061 -1.511301 0.04 -0.02 0.07 0.518
H -4.111071 0.931525 -3.208732 0.01 -0.01 0.00 0.224
H -4.595259 2.054428 -1.937930 0.00 0.00 0.00 0.217
H -4.555402 0.302089 -1.625246 0.00 0.00 0.00 0.254
I -1.190289 -1.570076 3.151596 -0.01 -0.27 0.18 0.140
C -1.349766 -2.813550 1.445127 -0.05 0.08 -0.10 -0.722
I 0.490549 -3.092353 0.424443 0.03 -0.02 0.06 0.126
H -2.012355 -2.325766 0.734246 -0.01 -0.01 0.05 0.265
H -1.702281 -3.784113 1.766045 -0.01 0.00 -0.01 0.224
C 4.389868 0.093762 -2.770734 -0.02 0.00 -0.01 -0.410
N 3.021157 -0.411297 -2.819142 0.01 0.04 0.00 -0.410
C 2.749506 -1.597900 -3.408895 -0.02 -0.02 -0.05 0.112
C 1.498172 -2.086437 -3.465045 0.04 0.02 0.03 -0.379
C 0.477641 -1.359790 -2.768912 -0.17 -0.04 -0.21 0.496
N 0.754587 -0.226427 -2.127037 -0.05 0.14 0.40 -0.617
C 1.991114 0.360707 -2.267644 0.02 0.01 0.07 0.815
O 2.234851 1.510420 -1.934913 -0.01 0.01 -0.10 -0.661
N -0.773164 -1.828865 -2.800313 0.10 -0.09 0.24 -0.760
H 4.897566 -0.149952 -3.701938 0.01 -0.01 0.00 0.202
H 4.926078 -0.348066 -1.930947 0.00 0.01 0.01 0.210
H 4.353661 1.169455 -2.643503 0.00 0.00 -0.01 0.254
H 3.594263 -2.111449 -3.848461 0.00 0.00 0.00 0.217
H 1.276491 -3.013167 -3.969954 0.00 -0.01 0.01 0.231
H -0.892820 -2.761603 -3.156831 0.03 -0.01 -0.03 0.389
H -1.478986 -1.535873 -2.102021 0.03 0.01 -0.07 0.443
```
Forces are in eV/Å.

Computed properties:
Lowest unoccupied orbital energy (spin up / spin down)   0.127 / 0.106 eV
Charge   0
Molar mass   842.21 g/mol
DFT total energy   -3680.86056 a.u.